(one)
This record from the Open Molecules 2025 dataset describes 2 unconnected molecules or ions with the total composition C4H10NO. The level of theory is ωB97M-V/def2-TZVPD.

Structure (XYZ):
```
16
Properties=species:S:1:pos:R:3
C 1.0386 0.0735 1.3979
C 0.7318 1.1031 0.3818
C 1.2919 2.3732 0.3580
C -0.6610 -0.4346 -0.8999
N 0.0520 0.6576 -0.7738
H 1.5268 -0.7712 0.8836
H 0.1701 -0.2662 1.9965
H 1.7653 0.5681 2.0468
H 1.2242 3.1050 -0.4440
H 2.0466 2.7222 1.0555
H -1.2430 -0.5299 -1.8032
H -0.6798 -1.1547 -0.0849
H 0.1351 1.1942 -1.6439
H -2.5748 -3.0525 -0.0542
H -2.6970 -2.8759 -1.5873
O -2.1268 -2.7118 -0.8288
```

Summary:
- E_HOMO (spin up / spin down) (eV) = -18.83 / -18.81
- orbital gap (spin up / spin down) (eV) = 7.45 / 4.73
- net charge = +2
- spin multiplicity = 2

=====

(two)
This record from the Open Molecules 2025 dataset describes a gas-phase ion, C4H10NO (charge +2). The level of theory is ωB97M-V/def2-TZVPD.

Structure (XYZ):
```
16
Properties=species:S:1:pos:R:3
C -1.4869 0.6963 -0.5012
C -0.6143 -0.5032 -0.2363
C 0.8269 -0.5374 -0.4239
C 1.5252 -1.0725 0.9556
O 1.1962 -0.1835 2.0106
N -1.3556 1.4055 -1.7239
H -1.2957 1.3942 0.3730
H -2.5085 0.3909 -0.2163
H 0.2732 0.0333 1.8683
H -1.0691 -1.4631 -0.5109
H 1.1832 0.4955 -0.5303
H 1.1420 -1.1529 -1.2728
H 2.6116 -1.0973 0.8608
H -0.5073 1.4071 -2.2990
H 1.2438 -2.1068 1.1897
H -2.2199 1.8346 -2.0802
```

Summary:
- E_HOMO (spin up / spin down) (eV) = -19.58 / -19.68
- orbital gap (spin up / spin down) (eV) = 6.50 / 5.99
- net charge = +2
- spin multiplicity = 2

=====

Short version: (one), (two), most stable first.